P | The following is a DFT calculation (wB97M-V/def2-TZVPD) of one molecule with the formula C5H10S2.

HOMO energy, eV: -8.53
Structure (SMILES): CC(=S)SC(C)C
E_LUMO, eV: 0.03

Structure (XYZ):
```
17
Properties=species:S:1:pos:R:3:lowdin_charge:R:1
C 2.24 0.29 0.07 -1.21
C 1.66 1.59 0.29 -0.22
C -1.42 0.07 -1.17 -0.11
C -1.32 -1.65 0.71 -0.16
C -0.65 -0.40 0.03 -0.69
S 3.82 -0.13 0.06 0.63
S 1.08 -1.01 -0.27 0.91
H 0.93 1.80 -0.51 0.07
H 2.45 2.48 0.35 0.12
H 1.20 1.74 1.31 0.10
H -1.71 -0.78 -1.75 0.08
H -2.23 0.63 -0.89 0.06
H -0.72 0.74 -1.64 0.07
H -1.64 -2.41 -0.05 0.08
H -2.29 -1.12 1.04 0.10
H -0.71 -2.14 1.56 0.09
H -0.67 0.31 0.83 0.08
```

Q | The following is a DFT calculation (wB97M-V/def2-TZVPD) of a 2-piece molecular cluster, C5H10S2 overall.

HOMO energy (alpha / beta), eV: -7.86 / -7.86
E_LUMO (alpha / beta), eV: 0.49 / 0.49

Structure (XYZ):
```
17
Properties=species:S:1:pos:R:3:lowdin_charge:R:1
C -0.99 0.54 2.06 -0.10
C -1.36 0.01 0.94 -0.03
C 0.04 1.26 -1.54 -0.15
C 1.58 -0.11 -0.03 -0.17
C 0.30 0.00 -0.78 -0.74
S 0.02 -2.96 -0.30 0.35
S -0.22 -1.46 -1.66 0.47
H -1.67 0.67 2.91 0.05
H 0.01 0.89 2.23 0.04
H -2.28 -0.37 0.54 0.04
H 0.87 1.46 -2.23 0.09
H -0.88 1.18 -2.12 0.07
H -0.04 2.10 -0.86 0.08
H 1.78 0.82 0.50 0.08
H 2.41 -0.30 -0.72 0.09
H 1.56 -0.93 0.69 0.04
H -1.13 -2.82 0.37 -0.19
```

Which one is the most stable? From the structures above, P.